{"formula": "C4H8O2", "method": "ωB97M-V with the def2-TZVPD basis set", "elements": ["H", "O", "H", "H", "H", "C", "C", "O", "H", "H", "H", "C", "C", "H"], "positions_angstrom": [[-2.1909, -1.5543, 1.0759], [1.6154, 0.4825, 0.8090], [-0.7640, -1.5962, -0.9705], [0.4010, 2.6851, -0.3411], [-1.2394, -0.0369, 1.5978], [0.9780, 1.9906, -0.9502], [-0.6116, -1.4569, 0.1467], [0.3654, -2.0196, 0.6483], [-2.1448, -0.0984, -0.0273], [0.9457, 2.0862, -2.0639], [1.5788, -0.4834, 0.8757], [1.3748, 0.7645, -0.4595], [-1.6716, -0.6617, 0.7637], [1.3631, -0.1015, -1.1046]], "e_lumo_ev": 0.72, "e_tot_ha": -307.61249, "orbital_gap_ev": 9.3377, "smiles": "C=CO.CC=O", "e_homo_ha": -0.31657, "de_lowest_kcal_mol": 62.7}

---

{"formula": "C26H49Cl2I2N3O5", "method": "ωB97M-V with the def2-TZVPD basis set", "elements": ["C", "C", "H", "C", "H", "H", "C", "H", "H", "H", "H", "H", "O", "H", "O", "H", "O", "H", "C", "H", "H", "I", "H", "H", "H", "H", "C", "C", "C", "C", "H", "H", "H", "H", "H", "Cl", "H", "C", "H", "H", "C", "H", "H", "H", "H", "H", "H", "C", "C", "C", "H", "H", "N", "C", "H", "C", "H", "C", "H", "H", "C", "H", "I", "H", "H", "N", "H", "C", "H", "H", "H", "C", "C", "Cl", "C", "N", "H", "H", "O", "C", "H", "H", "O", "C", "C", "C", "H"], "positions_angstrom": [[-0.2798, 0.4241, 1.6899], [-2.2718, -0.8133, 0.7631], [-4.6068, 1.9245, 4.2321], [0.9847, -3.4475, -2.8953], [-2.1819, 5.9294, 0.5384], [2.2681, -5.5313, -3.5722], [0.4544, -2.2891, -2.0861], [3.2091, -2.1377, -4.0318], [3.2025, -0.2745, -2.4649], [2.2618, -5.1439, -1.3002], [0.6013, 3.6932, 3.3655], [4.7964, -3.6036, -5.4863], [-2.3477, 3.9344, 0.9141], [-5.6673, 1.1500, 2.3210], [-3.0558, 0.9013, -2.1699], [-2.1551, 2.4635, 2.7326], [-1.1411, 0.1580, -1.3196], [0.9960, -0.7531, -3.4964], [2.7777, -4.1929, -1.4034], [3.8333, 0.4261, 1.8257], [0.5241, -4.3887, -2.5966], [-5.6109, 1.8739, -0.6266], [5.1169, 1.5302, 2.3349], [4.3057, -5.9751, -4.5341], [-1.2401, 2.5963, -0.1849], [6.1450, -4.6307, -5.0143], [3.2304, -2.3421, -2.9617], [-1.0912, -0.7850, 1.3632], [-0.2125, 5.0986, 0.5633], [0.8577, 3.9197, 2.3307], [0.7727, 0.1477, 1.6432], [0.6505, 3.0249, 1.7417], [-0.4315, 1.2098, 0.9646], [2.5086, 4.9274, 1.3946], [2.8278, -1.3116, -1.1085], [-0.2411, -2.2597, 1.6762], [-2.9077, 2.9083, -0.7445], [2.8674, -4.6519, -3.8088], [0.1277, 6.0792, 0.2189], [-3.8480, 2.5826, 2.4599], [3.1497, 2.1322, 2.9408], [3.8495, -4.3302, -1.2989], [-7.1780, 0.4507, 1.6650], [-3.5519, -0.2001, 2.8486], [-4.5889, -0.5171, -0.9366], [5.6659, -3.3177, -3.9747], [2.1879, 1.6371, 3.1048], [2.6532, -1.1726, -2.1792], [-2.3351, 0.4933, -1.2656], [-1.7022, 4.9930, 0.2593], [-2.2520, 0.4736, 3.7652], [2.7476, 4.6170, 3.1427], [2.4859, -3.6399, -2.7546], [-2.2841, 2.7394, 0.1320], [0.5574, -2.4849, -1.0174], [1.1663, -0.9976, -2.4423], [0.7919, -3.2865, -3.9564], [-6.1829, 0.2415, 2.0359], [2.5131, -4.2512, -4.7579], [4.2541, -2.5217, -2.6448], [4.1800, 1.0678, 2.6349], [4.7403, -5.3642, -2.9674], [-6.8160, -1.9076, 0.0623], [0.7590, -0.1732, -1.8564], [-4.7842, -1.3097, 1.6387], [-2.7561, 1.6325, 0.9286], [4.3278, 0.4401, 3.5106], [-4.5511, 0.0928, -0.0478], [2.4260, -3.4973, -0.6484], [-1.8055, 4.9058, -0.8286], [0.3614, 4.3679, -0.0111], [-3.0009, 1.8965, 2.3390], [4.3289, -5.0644, -3.9324], [-2.9090, -2.3678, 0.3066], [-3.0214, 0.3989, 0.2431], [-4.1036, 1.0671, 4.4184], [-0.4602, 0.7635, 2.7094], [-3.5698, 1.2152, 5.2619], [0.0479, 5.0022, 1.9503], [5.2790, -4.0890, -4.6370], [-6.3213, -0.3411, 2.9472], [-0.6138, -2.1819, -2.2798], [3.0917, 3.0491, 1.8773], [-5.3673, -0.6098, 1.0640], [-3.2051, 0.7222, 3.3003], [2.3558, 4.2193, 2.2036], [3.4104, 2.6349, 3.8798]], "e_lumo_ev": -0.39, "e_tot_ha": -3076.17231, "orbital_gap_ev": 6.7068, "e_homo_ha": -0.26077}

---

{"formula": "C7H14BInNO4", "method": "ωB97M-V with the def2-TZVPD basis set", "elements": ["O", "H", "H", "N", "C", "C", "O", "C", "H", "C", "H", "H", "O", "H", "H", "C", "B", "H", "H", "H", "C", "H", "C", "H", "H", "H", "O", "In"], "positions_angstrom": [[2.2265, 0.6177, -1.4563], [-0.9359, 3.1502, 0.2744], [-2.6050, -3.1809, 0.8308], [-2.1721, -3.0146, -0.0920], [-0.0236, -1.1938, 2.0968], [0.1002, -0.6213, -1.6369], [-3.4059, 2.8922, -0.3444], [3.7345, 0.3321, 0.6458], [-3.3001, 0.4646, 1.2835], [0.6254, -1.2381, 3.1357], [1.4858, -1.2246, 3.8396], [1.9655, -1.3190, -0.5034], [-0.9989, 2.3275, -0.2497], [4.1701, 1.0742, 1.3562], [-3.6209, 0.1497, -0.4738], [-2.8077, 0.4345, 0.2679], [-2.3461, 1.9200, -0.1342], [2.0928, -1.2724, -2.3078], [-0.1398, 0.4011, -2.0493], [3.2509, -0.5487, 1.1465], [2.6131, 1.0734, -0.1980], [-3.8802, 2.6814, -1.1654], [1.6634, -0.7302, -1.4081], [-0.1687, -1.3673, -2.4458], [-2.9727, -2.7617, -0.6932], [4.5108, -0.0145, -0.1006], [2.0999, 2.0790, 0.2272], [-1.1612, -1.1105, 0.1546]], "e_lumo_ev": 2.92, "e_tot_ha": -845.83700, "orbital_gap_ev": 7.2575, "charge": -1, "e_homo_ha": -0.15928}

---

{"formula": "C14H20BN2O", "method": "ωB97M-V with the def2-TZVPD basis set", "elements": ["O", "C", "N", "H", "H", "H", "H", "H", "H", "C", "H", "C", "C", "H", "H", "H", "H", "C", "H", "C", "C", "H", "C", "C", "H", "H", "H", "C", "N", "B", "H", "H", "C", "H", "C", "H", "C", "C"], "positions_angstrom": [[3.6055, -0.5820, -3.4555], [-1.1499, 0.8431, -2.9149], [3.0243, 0.1892, -1.1783], [2.7757, 1.5880, -2.7624], [2.0827, -2.6592, -1.7404], [2.6745, 2.2962, -1.1490], [-2.9223, -2.5685, 4.8481], [-3.7179, 1.1278, -0.7570], [-3.5961, -0.3862, -1.6675], [3.1455, -2.4107, -1.7020], [-1.1549, -1.5123, 6.2594], [-1.5044, -1.0294, 5.3563], [-1.8399, 0.8569, -1.7062], [-3.7700, 1.1481, -2.5284], [3.8842, 0.4080, -0.6682], [3.4499, -2.4620, -0.6585], [0.7818, 1.0599, -3.8745], [-0.9823, 0.1920, 4.9614], [-0.2181, 0.6888, 5.5429], [0.2171, 1.2729, -0.5484], [-1.4678, 0.7691, 3.7987], [-1.6488, 1.0822, 0.4464], [2.3975, 1.4447, -1.7592], [-3.3375, 0.6665, -1.6590], [-1.0903, 1.7284, 3.4591], [3.3389, -1.2750, -4.0712], [0.7843, 1.4679, 0.3538], [0.2207, 1.0484, -2.9519], [-2.4093, 0.2163, 3.0339], [3.2887, -0.9338, -2.2043], [2.3884, -0.2005, -0.4799], [-3.6655, -1.3851, 2.7914], [-1.1506, 1.0657, -0.5114], [3.7134, -3.1076, -2.3033], [-2.4848, -1.6184, 4.5753], [-1.6731, 0.6747, -3.8426], [-2.8996, -0.9579, 3.4289], [0.9099, 1.2535, -1.7618]], "e_lumo_ev": -3.07, "e_tot_ha": -754.92523, "orbital_gap_ev": 8.7358, "charge": 1, "e_homo_ha": -0.43399, "de_lowest_kcal_mol": 0.0}

---

{"formula": "C2H2F6NO17S5Zn", "method": "ωB97M-V with the def2-TZVPD basis set", "elements": ["O", "S", "O", "F", "S", "S", "O", "O", "O", "O", "O", "H", "O", "O", "F", "H", "O", "C", "O", "O", "S", "C", "F", "S", "N", "O", "O", "O", "Zn", "O", "F", "F", "F", "O"], "positions_angstrom": [[0.9656, 2.5163, -0.2610], [-1.4455, -2.1753, 0.3293], [1.9925, -2.1531, -3.3535], [0.6091, -3.2551, 1.6852], [2.1742, -0.6930, -3.0749], [-1.6669, 0.1158, 1.7677], [1.2188, 4.7026, 0.7584], [-3.0332, -0.2240, 1.9485], [3.1903, 3.3240, 0.3412], [3.5355, -0.4577, -2.5177], [-3.7837, 0.9456, -1.0017], [2.4146, -0.6775, 0.9589], [-3.0713, 2.4924, -2.7351], [-2.3043, -2.7689, 1.3288], [1.0286, -2.6873, -0.3556], [2.5375, 0.7707, 1.5059], [-1.4052, 1.3540, -1.3488], [-0.8644, -0.3731, 3.4118], [-1.3368, 1.4922, 1.6585], [-1.8520, -2.3213, -1.0131], [1.8534, 3.7404, -0.1966], [0.1029, -3.2027, 0.4249], [-0.1084, -4.4809, 0.0474], [-2.7436, 1.2098, -2.0516], [-0.7828, -0.7337, 0.6577], [1.1529, -0.3060, -2.0150], [1.9648, 0.0742, -4.3138], [-2.7068, 0.0960, -3.0189], [0.3416, 0.6495, -0.5002], [2.0103, 4.3618, -1.5242], [-0.3150, -1.6080, 3.3652], [0.1063, 0.4748, 3.7787], [-1.8068, -0.4037, 4.3906], [2.0277, 0.2011, 0.9232]], "e_lumo_ev": 9.85, "e_tot_ha": -5780.29344, "orbital_gap_ev": 3.4941, "charge": -5, "e_homo_ha": 0.23351, "de_lowest_kcal_mol": 0.0}

---

{"formula": "C3H8O2S", "method": "ωB97M-V with the def2-TZVPD basis set", "elements": ["O", "C", "H", "C", "H", "H", "H", "H", "C", "O", "H", "H", "H", "S"], "positions_angstrom": [[-5.4290, -2.1539, -1.2938], [2.2220, 2.4838, -0.1838], [2.7241, -1.0100, 0.8631], [-4.3653, -2.2902, -0.4381], [2.1935, 0.3024, 1.8113], [-4.1065, -3.3402, -0.2394], [-5.1302, -2.2189, -2.2042], [3.8692, 0.3380, 1.3363], [2.8822, 0.0489, 1.0532], [-3.8238, -1.3885, 0.0983], [1.5416, 2.4911, 0.6660], [1.7813, 2.9536, -0.9998], [3.1134, 3.0361, 0.1174], [2.5275, 0.7477, -0.5866]], "e_lumo_ev": 0.69, "e_tot_ha": -667.73931, "orbital_gap_ev": 9.1271, "smiles": "O=CO.CSC", "e_homo_ha": -0.30995, "de_lowest_kcal_mol": 26.1}